Entry 1:
{
  "formula": "C9H14Br2InN3OS",
  "method": "ωB97M-V with the def2-TZVPD basis set",
  "total_charge": 2,
  "lumo_energy_ev": -11.31,
  "homo_energy_ev": -15.13,
  "orbital_gap_ev": 3.813,
  "e_tot_ev": -172146.445,
  "symbols": ["In", "Br", "Br", "S", "O", "N", "N", "N", "C", "C", "C", "C", "C", "C", "C", "C", "C", "H", "H", "H", "H", "H", "H", "H", "H", "H", "H", "H", "H", "H", "H"],
  "positions_angstrom": [[1.0640, -2.3718, 2.8836], [-2.3302, 0.7824, -2.6010], [-1.7702, -2.6601, 0.4440], [3.3942, -0.5390, 1.3700], [4.5831, 0.3671, -1.1882], [3.5296, 1.9658, 0.2655], [-1.3253, 0.0851, -0.1036], [3.9856, 2.6104, -0.8518], [0.0893, 1.6760, 1.1702], [4.6140, 1.6954, -1.7416], [-3.8862, -2.4269, -1.6143], [1.5296, -0.6186, 1.1131], [-2.4674, -1.7814, -1.2411], [0.7985, 0.5043, 2.0176], [-2.5544, -0.2054, -0.8597], [3.9165, 0.6198, 0.0199], [-1.4333, 1.3015, 0.7214], [0.0559, -0.0077, 2.7217], [0.6953, 1.8736, 0.2209], [-3.5246, 0.0698, -0.3303], [-4.7612, -1.7054, -1.5157], [5.0352, 2.0181, -2.7482], [1.6248, 1.0149, 2.6343], [1.1087, -1.6859, 1.2331], [-1.6783, -1.8698, -2.0548], [-1.9920, 1.0357, 1.6915], [1.3234, -0.3285, 0.0158], [-4.0050, -3.3615, -0.9564], [0.0962, 2.6198, 1.8277], [-3.7840, -2.8312, -2.6893], [-1.9317, 2.1537, 0.1458]],
  "forces_ev_per_angstrom": [[-0.1, -1.8, 3.0], [0.2, -0.3, 1.5], [-0.1, 0.7, -0.5], [0.2, 0.1, -1.7], [-1.5, 3.5, 1.4], [2.6, -5.0, -3.1], [-2.5, 2.0, -0.7], [1.9, -2.7, -3.1], [-0.2, -0.2, 0.1], [-2.3, 1.9, 3.7], [1.1, -0.9, -0.4], [-0.2, 2.4, -1.9], [-1.0, 1.3, -0.5], [0.4, 0.1, -0.2], [0.4, -2.3, 0.3], [-1.6, 2.6, 1.2], [2.5, -0.3, 0.3], [0.7, 0.9, -0.6], [-0.8, -0.1, 1.4], [1.3, 0.0, -0.8], [1.2, -1.0, -0.1], [-0.4, -1.1, 1.6], [-1.4, -0.9, -0.8], [0.7, 2.2, -2.4], [-0.9, -0.3, 1.3], [0.2, 0.2, -1.3], [0.4, -0.8, 1.7], [-0.2, 1.6, -1.0], [-0.2, -1.4, -1.2], [-0.4, 0.8, 1.6], [0.1, -1.2, 0.8]],
  "mulliken_charge": [0.69, 0.13, -0.07, 0.01, -0.23, -0.05, 0.31, -0.42, -0.80, 0.03, -0.88, -0.46, -0.09, -0.63, -0.61, 0.38, -0.66, 0.43, 0.34, 0.52, 0.33, 0.38, 0.42, 0.15, 0.57, 0.38, 0.37, 0.33, 0.37, 0.30, 0.46]
}



Entry 2:
{
  "formula": "C24H31MgN3O2S2Sb",
  "method": "ωB97M-V with the def2-TZVPD basis set",
  "total_charge": 1,
  "lumo_energy_ev": -2.95,
  "homo_energy_ev": -9.60,
  "orbital_gap_ev": 6.643,
  "e_tot_ev": -67605.527,
  "symbols": ["Sb", "S", "S", "Mg", "O", "O", "N", "N", "N", "C", "C", "C", "C", "C", "C", "C", "C", "C", "C", "C", "C", "C", "C", "C", "C", "C", "C", "C", "C", "C", "C", "C", "C", "H", "H", "H", "H", "H", "H", "H", "H", "H", "H", "H", "H", "H", "H", "H", "H", "H", "H", "H", "H", "H", "H", "H", "H", "H", "H", "H", "H", "H", "H", "H"],
  "positions_angstrom": [[1.9695, 2.0486, 1.5673], [-2.3932, 1.3820, 0.3898], [-4.1863, -0.4360, -1.1914], [-0.0868, 0.0944, -0.2736], [0.2009, -2.3075, -0.5524], [-4.9398, 0.9033, 0.8287], [-0.1884, -0.1715, 1.8123], [2.2615, 0.0127, -0.7753], [0.2120, 2.1024, -0.9549], [2.9225, 0.6652, 0.1971], [-1.0413, 1.7756, -3.0063], [-0.2949, 4.8268, -0.9130], [-0.4272, -2.9040, -1.6952], [0.6685, 2.8677, 0.0494], [0.8502, -3.3107, 0.2351], [-0.8108, -1.8310, -2.6884], [0.4524, 0.8355, 3.8836], [2.9830, -0.6651, -1.6850], [4.3714, -0.7457, -1.6065], [1.5329, -2.7275, 1.4569], [0.5625, 0.6961, 2.5108], [-0.4852, 2.6728, -1.9490], [-2.0000, -1.8357, 1.6905], [-0.4618, 0.0449, 4.5660], [-1.2359, -0.8384, 3.8418], [-3.8866, 0.5937, 0.0704], [5.0460, -0.1129, -0.5816], [0.4293, 4.2298, 0.1097], [-0.7358, 4.0405, -1.9604], [-4.8266, 1.8577, 1.8836], [4.3035, 0.6214, 0.3284], [2.2809, -1.3294, -2.8275], [-1.0985, -0.9202, 2.4582], [-0.9553, -2.2730, -3.6733], [-0.0089, -1.0912, -2.7658], [2.9967, -1.8009, -3.4962], [-1.9659, -1.4676, 4.3333], [-0.5089, 5.8871, -0.8918], [1.6009, -2.0925, -2.4586], [0.2767, -3.6125, -2.1467], [6.1237, -0.1717, -0.5061], [-5.8082, 1.8970, 2.3472], [-1.9207, 1.2518, -2.6093], [-1.3026, -3.4751, -1.3687], [-0.2988, 1.0368, -3.3104], [-1.2909, 4.4730, -2.7809], [1.7095, -0.5981, -3.4011], [-1.8534, -1.7466, 0.6198], [-1.7306, -1.3275, -2.3991], [0.1111, -4.0637, 0.5263], [-1.8469, -2.8726, 1.9979], [-4.5552, 2.8387, 1.4940], [-0.5788, 0.1254, 5.6387], [4.9113, -1.3053, -2.3575], [-1.3511, 2.3440, -3.8799], [0.8054, 4.8124, 0.9404], [-4.0767, 1.5507, 2.6141], [1.5948, -3.8089, -0.3961], [-3.0410, -1.5897, 1.9039], [2.2533, -3.4504, 1.8375], [1.0787, 1.5487, 4.4028], [0.8247, -2.4985, 2.2510], [4.7879, 1.1641, 1.1297], [2.0715, -1.8194, 1.1865]],
  "forces_ev_per_angstrom": [[0.0, -0.1, 0.0], [0.3, -0.3, -0.1], [0.2, -0.3, -0.1], [-0.1, -0.4, -0.3], [-0.1, 0.5, -0.1], [0.0, 0.0, 0.1], [0.1, 0.0, 0.1], [-0.3, -0.1, 0.2], [-0.1, 0.1, 0.0], [0.1, 0.2, 0.2], [0.0, 0.0, 0.1], [0.0, -0.1, -0.1], [-0.2, -0.2, -0.2], [0.2, 0.1, 0.1], [0.2, -0.1, 0.3], [-0.2, 0.2, 0.3], [0.1, 0.0, -0.1], [0.1, 0.0, 0.0], [0.1, 0.0, 0.1], [-0.1, 0.0, -0.1], [0.2, 0.2, 0.1], [-0.1, 0.1, -0.1], [0.0, 0.1, 0.0], [-0.1, -0.1, -0.1], [0.1, 0.1, 0.0], [-0.2, 0.3, -0.3], [-0.1, -0.1, -0.1], [0.0, -0.1, 0.0], [0.1, 0.1, 0.1], [0.0, 0.1, 0.1], [0.0, 0.0, 0.0], [0.2, -0.1, 0.1], [0.0, 0.1, 0.1], [0.0, 0.1, 0.0], [-0.4, -0.2, -0.1], [0.0, 0.0, 0.0], [0.0, 0.0, 0.0], [0.0, 0.0, 0.0], [0.3, 0.1, -0.1], [0.0, 0.0, 0.1], [0.0, 0.0, 0.0], [0.0, 0.0, 0.0], [0.0, 0.0, 0.0], [0.0, 0.0, 0.0], [0.0, 0.0, -0.1], [0.0, 0.0, 0.0], [0.1, 0.0, 0.0], [-0.1, -0.1, -0.1], [-0.3, 0.0, 0.1], [0.0, 0.0, 0.0], [0.1, 0.0, 0.0], [0.0, 0.0, 0.0], [0.0, 0.0, 0.0], [0.0, 0.0, 0.0], [0.0, 0.0, 0.0], [0.0, 0.0, 0.0], [0.0, 0.0, 0.0], [-0.1, 0.0, -0.1], [0.0, 0.0, 0.0], [0.0, 0.0, 0.0], [0.0, 0.0, 0.1], [0.1, 0.0, 0.0], [0.0, 0.0, 0.0], [0.1, 0.0, 0.1]],
  "mulliken_charge": [0.92, -0.33, -0.31, 0.46, 0.15, -0.34, 0.49, 0.69, 0.38, -0.29, -0.80, -0.59, -0.98, 0.31, -0.68, -0.09, -0.80, 0.63, -0.77, -0.78, 0.06, 0.77, -1.33, -0.69, -0.79, 0.42, -0.73, -0.84, -1.00, -0.65, -0.63, -0.86, 0.76, 0.48, -0.63, 0.55, 0.56, 0.44, -0.11, 0.52, 0.44, 0.28, 0.06, 0.40, -0.07, 0.48, 0.19, -0.16, -0.03, 0.37, 0.36, 0.31, 0.45, 0.46, 0.53, 0.47, 0.26, 0.50, 0.51, 0.50, 0.50, 0.12, 0.46, 0.05]
}



Entry 3:
{
  "formula": "C21H33",
  "method": "ωB97M-V with the def2-TZVPD basis set",
  "total_charge": 1,
  "lumo_energy_ev": -5.34,
  "homo_energy_ev": -11.55,
  "relative_energy_kcal_mol": 22.2,
  "orbital_gap_ev": 6.214,
  "e_tot_ev": -22303.813,
  "symbols": ["C", "C", "C", "C", "C", "C", "C", "C", "C", "C", "C", "C", "C", "C", "C", "C", "C", "C", "C", "C", "C", "H", "H", "H", "H", "H", "H", "H", "H", "H", "H", "H", "H", "H", "H", "H", "H", "H", "H", "H", "H", "H", "H", "H", "H", "H", "H", "H", "H", "H", "H", "H", "H", "H"],
  "positions_angstrom": [[3.7060, 2.0642, -1.0897], [-4.5187, -0.2929, 3.3593], [4.9562, 0.8990, 0.8962], [-1.6648, -1.9516, -2.6739], [1.1686, 1.5732, -0.4505], [-2.3843, -0.7387, -0.4395], [1.0179, 0.0783, -0.5731], [-3.5216, 0.6901, 1.2227], [-1.5411, -0.7761, -1.6830], [-2.7070, -3.2887, -0.1498], [-2.7337, 1.8006, -0.8002], [0.1436, -0.4305, -1.6015], [-2.8764, -1.8613, 0.3011], [-3.5318, -1.6954, 1.5056], [2.2047, 2.3048, -1.3479], [2.7617, -0.4499, 1.3798], [4.2946, 2.1746, 0.3429], [-2.8589, 0.5317, 0.0054], [4.1737, -0.4301, 0.7253], [1.5572, -0.8357, 0.4949], [-3.8638, -0.4377, 2.0191], [4.7946, -1.2031, 1.2188], [-2.6589, -2.3726, -2.8972], [2.0215, 2.0736, -2.3993], [-3.2314, 1.7504, -1.7767], [0.0717, 0.2896, -2.4660], [5.1805, 1.0513, 1.9699], [-4.6585, -1.2813, 3.8094], [4.1287, -0.7059, -0.3319], [-1.6520, -3.5138, -0.3322], [-3.8563, 1.6831, 1.5432], [-5.5089, 0.1748, 3.2724], [1.3438, 1.7959, 0.6103], [-3.2083, 2.6339, -0.2694], [1.7784, -1.8234, 0.0352], [0.7098, -1.0407, 1.1896], [3.5485, 2.5658, 1.0583], [5.1095, 2.9184, 0.3059], [2.8030, -1.2336, 2.1497], [-3.9366, 0.3175, 4.0679], [-3.2866, -3.5648, -1.0437], [-0.9846, -2.7747, -2.3494], [1.9943, 3.3934, -1.2640], [0.3514, -1.4858, -1.8826], [3.9883, 1.0975, -1.5266], [0.1881, 2.0463, -0.7019], [-1.2625, -1.5173, -3.6073], [-3.0555, -3.9765, 0.6389], [2.5657, 0.4934, 1.9161], [-1.6842, 0.1959, -2.2374], [-1.6847, 2.0691, -0.9508], [4.2462, 2.8114, -1.6895], [5.9446, 0.7649, 0.4154], [-3.8815, -2.5606, 2.0819]],
  "forces_ev_per_angstrom": [[0.4, -0.1, -0.1], [-0.3, -0.1, 0.3], [0.0, -0.4, 0.0], [1.3, 0.2, -0.2], [-0.5, -0.1, 0.2], [-0.8, 0.1, 0.9], [-1.3, 0.3, 0.9], [-0.5, -1.2, 0.4], [-1.6, 1.7, -0.1], [0.2, -0.6, 0.2], [0.2, 0.3, -0.1], [0.5, -0.6, -1.2], [0.9, -0.1, -0.8], [-0.9, 0.7, 0.7], [0.5, 0.6, 0.1], [0.2, 0.1, 0.2], [0.0, 0.2, 0.1], [0.0, 0.3, 0.3], [0.3, 0.2, 0.4], [0.6, -0.4, -0.6], [0.9, 0.7, -0.7], [-0.4, 0.3, -0.4], [0.3, 0.6, 0.5], [-0.2, -0.1, 0.0], [0.2, -0.2, 0.1], [1.0, -0.9, 0.9], [-0.2, -0.1, -0.4], [0.0, 0.2, 0.0], [-0.1, 0.0, 0.0], [-0.1, -0.1, -0.1], [0.2, -0.4, -0.2], [0.2, -0.1, 0.0], [0.2, 0.0, -0.2], [0.2, -0.2, -0.1], [-0.3, 0.5, 0.1], [-0.1, 0.2, -0.5], [0.2, -0.1, -0.3], [-0.5, -0.1, 0.2], [-0.2, 0.3, -0.1], [-0.1, -0.2, -0.4], [0.2, 0.4, 0.2], [-0.7, 0.4, -0.4], [0.0, -0.7, 0.2], [0.9, 0.9, 0.1], [-0.1, 0.1, 0.1], [0.6, -0.6, 0.0], [-0.1, -0.7, 0.1], [0.2, 0.3, -0.3], [0.1, -0.3, -0.2], [-1.0, -1.4, 0.7], [-0.2, 0.1, -0.2], [-0.3, -0.3, -0.1], [-0.5, 0.0, 0.1], [0.3, 0.2, -0.4]],
  "mulliken_charge": [-0.83, -1.40, -1.01, -1.53, -0.12, 0.41, 1.59, -0.97, 0.45, -1.60, -1.67, -1.39, 1.38, -0.94, -1.04, -1.01, -0.58, 0.96, -0.72, -0.66, 0.37, 0.39, 0.33, 0.32, 0.36, 0.22, 0.33, 0.35, 0.43, 0.27, 0.33, 0.33, 0.64, 0.37, 0.40, 0.33, 0.45, 0.35, 0.46, 0.33, 0.30, 0.41, 0.44, 0.45, 0.47, -0.60, 0.43, 0.37, 0.52, 0.34, 0.19, 0.41, 0.36, 0.23]
}